No. 1
{
  "formula": "C8H15LiN3O3",
  "method": "ωB97M-V/def2-TZVPD",
  "symbols": ["Li", "O", "C", "O", "C", "O", "N", "C", "C", "H", "H", "H", "H", "C", "C", "H", "H", "H", "N", "C", "C", "N", "H", "H", "H", "H", "H", "H", "H", "H"],
  "xyz": [[1.180, 2.634, 0.416], [0.045, -2.220, 1.101], [-0.079, -2.859, 0.076], [-2.275, -0.984, 0.373], [-2.320, -1.943, -0.364], [-3.382, -2.265, -1.179], [-1.307, -2.910, -0.603], [-3.249, -3.659, -1.565], [-1.789, -4.034, -1.410], [-3.604, -3.807, -2.591], [-3.832, -4.286, -0.879], [-1.273, -4.085, -2.381], [-1.636, -4.978, -0.862], [0.977, -3.691, -0.541], [2.300, -3.462, -0.463], [0.604, -4.542, -1.121], [2.713, -2.510, -0.144], [2.968, -4.252, -0.818], [1.178, 3.332, 2.281], [0.911, 4.748, 1.858], [1.624, 4.978, 0.538], [0.816, 4.329, -0.542], [0.469, 2.990, 2.926], [2.049, 3.330, 2.836], [-0.171, 4.873, 1.730], [1.254, 5.471, 2.611], [1.758, 6.051, 0.371], [2.625, 4.530, 0.558], [0.078, 4.980, -0.805], [1.365, 4.244, -1.408]],
  "forces_ev_per_a": [[-0.4165, -0.4522, 0.0828], [0.4560, -0.1400, -0.7757], [-0.2620, 0.3941, 0.5945], [-0.2006, -1.2892, -1.4719], [0.0836, 0.4159, 0.3602], [0.6958, -0.5451, 0.4994], [-0.4371, 0.5740, 0.5220], [-0.6497, -0.2740, 0.0246], [0.9084, 0.3741, -0.1415], [-0.0180, 0.3006, 0.3707], [-0.2031, 0.3776, -0.1825], [-0.1037, 0.0079, 0.3116], [-0.2160, 0.3128, -0.3334], [0.7698, -0.2268, -0.2388], [-0.9943, -0.4341, -0.4487], [0.3850, 0.0146, 0.4969], [-0.0624, -0.3468, 0.4745], [-0.0645, 0.5778, -0.0954], [0.3853, 0.3689, 0.3665], [0.1884, -0.2744, 0.5318], [-0.2563, 0.5221, -0.3011], [0.7909, 0.2325, -0.4814], [-0.0136, 0.1122, -0.1192], [-0.5104, -0.1298, -0.4414], [0.2307, 0.0374, 0.0218], [-0.1191, -0.1978, -0.1627], [0.0252, -0.1431, -0.0866], [-0.0829, 0.0772, 0.0425], [-0.2112, -0.4507, 0.1947], [-0.0978, 0.2044, 0.3856]],
  "lowdin_charge": [0.77, 0.11, -0.42, 0.13, -0.45, 0.04, 0.05, -0.11, -0.12, 0.13, 0.13, 0.13, 0.14, -0.08, 0.07, 0.10, 0.07, 0.07, -0.07, -0.25, -0.27, -0.07, 0.09, 0.10, 0.13, 0.13, 0.12, 0.12, 0.10, 0.09],
  "total_charge": 1,
  "lumo_energy_ev": -3.418,
  "e_homo_ev": -12.16
}

***

No. 2
{
  "formula": "C12H29BN2O6S2",
  "method": "ωB97M-V/def2-TZVPD",
  "symbols": ["C", "N", "C", "B", "O", "N", "S", "C", "O", "O", "C", "C", "C", "S", "O", "O", "O", "H", "H", "H", "H", "H", "H", "H", "H", "H", "H", "H", "H", "H", "H", "H", "C", "C", "C", "C", "C", "C", "H", "H", "H", "H", "H", "H", "H", "H", "H", "H", "H", "H", "H", "H"],
  "xyz": [[4.925, -0.641, 2.260], [3.664, -0.149, 2.888], [3.166, -1.077, 3.952], [2.588, 0.103, 1.847], [2.117, -0.893, 0.927], [2.042, 1.502, 1.781], [1.346, 1.897, 0.227], [1.154, 1.827, 2.908], [1.497, 2.807, 3.626], [-0.025, 1.094, 3.274], [-1.159, 1.976, 3.013], [-2.586, 1.337, 3.376], [-2.740, -0.221, 3.022], [-3.997, -0.567, 1.689], [-4.969, 0.555, 1.470], [-3.304, -1.016, 0.421], [-4.891, -1.897, 2.253], [5.145, -1.728, 2.583], [4.914, -0.639, 1.115], [5.837, -0.025, 2.586], [2.885, -2.090, 3.490], [3.942, -1.184, 4.791], [2.177, -0.619, 4.342], [2.704, -1.679, 0.912], [2.394, 1.710, -0.694], [-1.150, 2.390, 1.945], [-1.041, 2.898, 3.701], [-2.741, 1.457, 4.514], [-3.380, 2.007, 2.872], [-3.154, -0.727, 3.976], [-1.752, -0.736, 2.776], [-5.802, -1.845, 1.861], [-0.775, -0.470, -6.407], [-1.163, 0.429, -5.241], [0.004, 0.731, -4.299], [0.603, -0.489, -3.593], [-0.384, -1.307, -2.757], [-0.989, -0.520, -1.602], [-0.436, -1.451, -6.066], [-1.635, -0.628, -7.064], [0.023, -0.015, -7.000], [-1.994, -0.019, -4.690], [-1.538, 1.377, -5.642], [-0.328, 1.459, -3.550], [0.800, 1.227, -4.867], [1.419, -0.148, -2.945], [1.066, -1.149, -4.335], [0.144, -2.175, -2.348], [-1.184, -1.705, -3.389], [-0.207, -0.154, -0.931], [-1.660, -1.157, -1.023], [-1.569, 0.336, -1.955]],
  "forces_ev_per_a": [[1.0711, -0.6276, 0.0574], [-0.6780, -0.8564, -0.9525], [-0.7577, 0.2385, -0.1080], [0.3467, -1.0608, -0.0887], [1.5055, 1.3587, 1.2977], [-1.1178, -2.2493, 0.4779], [-0.3447, 0.3331, -1.0821], [1.8455, 4.2586, 3.0298], [-1.7673, -4.0215, -2.7225], [1.2416, 1.0562, -1.9773], [-1.3035, 1.6427, 0.4906], [0.4557, 0.3492, 0.2411], [-0.3377, -0.2609, 1.6785], [-1.1759, 0.1181, -4.6168], [2.3419, -2.5283, 1.4238], [-1.6303, 1.0254, 4.1961], [0.7602, 1.7253, -0.3720], [-0.3594, 1.4871, -0.5321], [-0.1061, 0.1245, 1.4982], [-1.3634, -0.7628, -0.4319], [0.5448, 1.0158, 0.8864], [-1.2877, 0.1187, -1.2234], [1.6510, -0.7983, -0.2141], [-0.5477, 0.6198, 0.1664], [-0.5992, 0.0936, 1.5581], [0.0914, -0.9809, 1.2859], [-0.1650, -1.4359, -1.0893], [0.2666, -0.3345, -1.8575], [1.2065, -1.2921, 0.6762], [0.5276, 0.6300, -1.7238], [-1.5129, 0.7861, -0.0939], [1.0691, 0.2935, 0.2876], [-0.1721, -0.0574, -0.0553], [0.1064, 0.1342, -0.0416], [-0.0399, 0.0638, 0.1201], [0.0037, -0.1382, -0.1515], [0.1432, 0.1294, 0.0756], [-0.0755, -0.2383, 0.0109], [0.0118, 0.0447, -0.0408], [0.1111, -0.0288, -0.0077], [-0.0030, -0.0625, 0.0297], [0.0405, 0.0166, 0.0382], [-0.0015, -0.0658, 0.0740], [0.0243, -0.0495, -0.0139], [-0.0488, -0.0202, -0.0070], [-0.0411, -0.0261, 0.0172], [0.0078, 0.0689, 0.0034], [-0.0330, 0.0184, -0.0748], [0.0588, 0.0057, -0.0403], [-0.0730, -0.0159, -0.0704], [0.1074, 0.1797, -0.0799], [0.0019, -0.0243, 0.0484]],
  "lowdin_charge": [-0.11, -0.15, -0.09, -0.65, 0.09, -0.25, 0.82, -0.45, 0.11, -0.06, -0.18, -0.16, -0.19, 0.76, -0.35, -0.35, -0.22, 0.10, 0.09, 0.10, 0.09, 0.11, 0.10, 0.11, -0.07, 0.13, 0.14, 0.13, 0.13, 0.12, 0.12, 0.10, -0.12, -0.27, -0.23, -0.23, -0.26, -0.11, 0.06, 0.07, 0.07, 0.10, 0.10, 0.10, 0.11, 0.10, 0.10, 0.10, 0.10, 0.02, 0.04, 0.08],
  "smiles": "CN(C)B(O)N(S)C(=O)OCCCS(=O)(=O)O.CCCCCC",
  "total_charge": 0,
  "lumo_energy_ev": -0.022,
  "e_homo_ev": -8.83,
  "relative_energy_kj_mol": 0.0
}